(1)
A 2-piece molecular cluster, C4H14N2O overall at a distorted geometry, computed with ωB97M-V/def2-TZVPD.

- LUMO energy (spin up / spin down) (eV) = -2.985 / -7.974
- energy above the lowest of the compared OMol25 structures with the same formula, charge and spin (eV) = 3.063
- DFT total energy (hartree) = -345.131518
- spin multiplicity = 2
- HOMO-LUMO gap (spin up / spin down) (eV) = 10.6833 / 5.2612
- total charge = +1

```
21
Properties=species:S:1:pos:R:3:forces:R:3:mulliken_charge:R:1
C 0.8284 1.9448 0.6067 0.9638 1.3331 -0.3271 -0.8903
N 0.6100 0.5030 0.5767 0.5099 -1.8557 -1.4321 -0.3453
C 1.2961 -0.3233 -0.5525 -3.6831 0.4971 2.4120 -0.8978
C 0.7529 -1.7725 -0.6456 -4.0964 1.1559 1.6725 -0.5262
N -0.5865 -1.6950 -1.5905 2.5484 1.7703 -1.2513 -0.1072
C -1.6466 -0.6202 -1.6141 -1.1752 -0.5701 -0.0108 -0.6703
H 1.8388 2.1732 0.2215 -0.3817 0.0486 -0.5092 0.3984
H 0.9575 2.3824 1.6490 -1.1076 -0.8621 -1.2281 0.3296
H 0.0348 2.4412 -0.0250 0.9753 -0.2436 1.0418 0.2833
H 1.0866 0.0597 1.3540 -0.3104 0.3576 0.5114 0.3596
H 1.2953 0.0625 -1.5363 0.5381 1.0966 -0.6770 0.4772
H 2.1658 -0.4856 -0.0299 3.0337 -0.4134 -0.1494 0.5556
H 1.6219 -2.3616 -0.9022 -0.7283 -0.9142 -1.1159 0.3875
H 0.2579 -2.1193 0.3292 1.2172 0.5146 -1.2216 0.3206
H -0.3037 -1.7957 -2.5712 -0.0334 -0.7465 0.1719 0.3556
H -2.5639 -0.9104 -2.2991 2.2938 0.2486 0.8726 0.3241
H -2.0681 -0.6446 -0.6299 -0.1436 0.5815 0.6216 0.3143
H -1.3269 0.4630 -1.8922 0.0874 -1.9638 0.3644 0.2894
H -1.7808 1.2200 3.1732 -0.3390 -0.7139 0.1986 0.3099
H -0.5927 0.7463 2.1914 -0.8562 -0.3010 0.2846 0.3477
O -1.0214 1.4674 2.6622 0.6871 0.9803 -0.2292 -0.6156
```
Positions in Å, forces in eV/Å.

=====

(2)
C8H21FN2Si in the gas phase at a distorted geometry, computed with ωB97M-V/def2-TZVPD.

- SMILES string = CC(C)(C)[Si](F)(NN)C(C)(C)C
- LUMO energy (eV) = 0.698
- energy above the lowest of the compared OMol25 structures with the same formula, charge and spin (eV) = 1.216
- DFT total energy (hartree) = -816.289773
- HOMO-LUMO gap (eV) = 9.6739

```
33
Properties=species:S:1:pos:R:3:forces:R:3:mulliken_charge:R:1
C 1.9052 1.4006 1.0240 -1.5728 1.5202 0.0795 -1.6827
C 2.6517 -0.9121 0.5996 -2.4572 0.1726 -1.2876 -1.9167
C 2.3153 0.6174 -1.3032 -0.9269 0.1303 -1.3771 -1.7914
C -1.9398 1.4341 -1.2672 -0.2820 0.7766 1.8924 -1.5628
C -2.9356 -0.4190 0.0863 2.0339 -2.0557 2.0468 -1.7299
C -1.9020 1.4692 1.1900 2.8111 1.2583 2.0234 -1.6406
C 1.7468 0.2621 0.0356 -0.8904 -2.7519 1.6093 1.8245
C -1.7426 0.5457 -0.0051 1.1138 0.1346 -0.1973 1.4299
N 0.1183 -3.3752 -0.5721 -0.5285 0.2573 -0.1242 -0.7678
N -0.2516 -2.0142 -0.8006 -0.5897 0.3195 -3.3500 0.1174
F -0.2069 -1.2384 1.5882 0.7484 0.9749 -0.8349 -0.3824
Si 0.0007 -0.5691 0.0497 -1.8413 0.4757 2.6294 0.4425
H 1.2279 2.2222 0.6776 0.7307 -0.1766 0.2625 0.3152
H 1.6468 1.3003 2.1299 0.4602 -0.6094 -1.5451 0.3103
H 2.9308 1.7059 0.8729 0.3969 0.5449 0.5301 0.4977
H 2.2396 -1.8847 0.3140 0.7125 -0.0311 -0.4662 0.1582
H 2.6374 -0.9381 1.6359 -0.0799 0.1871 2.0931 0.4348
H 3.6185 -0.6866 0.2783 1.7696 -0.2863 -0.6553 0.5633
H 2.4971 -0.1818 -2.0335 -0.5405 -0.3911 0.4733 0.3657
H 1.7287 1.3662 -1.8532 0.2282 0.1112 0.2600 0.3254
H 3.2959 0.9638 -1.1226 1.2491 0.9754 0.0919 0.5457
H -1.0664 2.0660 -1.5206 -0.4562 -0.2799 0.2159 0.2895
H -2.1896 0.8030 -2.0767 -0.3644 -0.4074 -1.2290 0.4382
H -2.8174 2.0931 -0.9706 0.9155 -0.5164 -0.9333 0.4111
H -2.8322 -1.2192 0.9484 0.0480 1.5630 -1.6617 0.2429
H -2.9307 -0.9262 -0.8297 -0.4619 -1.2263 -1.2922 0.4335
H -3.8817 0.0194 0.2396 -1.0501 1.0557 0.0803 0.4879
H -1.5628 1.0093 2.1619 -0.8706 -0.0313 -0.8296 0.3374
H -1.2471 2.4304 1.2507 -0.9990 -1.3919 -0.8385 0.2536
H -2.9327 1.7849 1.2373 -0.3606 0.1439 0.2679 0.4904
H 1.1070 -3.5791 -0.3748 -0.7272 0.7131 -0.0860 0.2907
H -0.4909 -3.7081 0.1670 0.4620 -0.1451 0.0606 0.2470
H -0.7378 -1.8417 -1.7573 1.3194 -1.0137 2.0916 0.2216
```
Positions in Å, forces in eV/Å.